No. 1
180
Properties=species:S:1:pos:R:3 method="wB97M-V/def2-TZVPD" total_charge=0 homo_energy_ev=-8.9 homo_lumo_gap_ev=7.7
C -6.4448 8.4069 -2.8571
C -6.6057 8.9195 -1.3365
C -6.6491 7.5784 -0.4090
C -8.1191 7.3376 0.1848
C -8.3207 5.8897 0.8696
C -8.0202 4.6594 -0.1122
C -7.8730 3.2349 0.6668
C -7.4758 2.1402 -0.4432
C -7.0170 0.7204 0.2022
C -5.7198 0.0866 -0.5427
C -4.4573 -0.1125 0.4643
C -3.0539 -0.2974 -0.3118
C -2.1535 -1.5200 0.2895
C -0.5662 -1.1523 0.2730
C 0.2581 -2.4741 -0.1257
C 1.8400 -2.2657 -0.2957
C 2.8133 -2.3132 0.9847
C 2.2542 -3.1353 2.2411
C 2.8820 -2.6025 3.6420
C 3.3249 -1.1397 3.8961
C 3.8873 -0.6282 5.2653
C 4.0074 -1.6145 6.4510
C 3.5766 -3.0884 6.1969
C 3.0156 -3.6008 4.8208
C 2.2308 -3.2584 -1.5356
C 3.5149 -2.5394 -2.2234
C 3.7440 -2.8944 -3.7723
C 3.5544 -1.6654 -4.7887
C 4.9534 -0.9977 -5.1972
F 5.0020 0.4105 -4.8305
O 3.4160 -1.1227 -1.9595
C 2.3517 -0.8945 -1.0215
O 1.9787 0.2998 -0.8401
H -7.0715 7.4582 -3.0588
H -5.3437 8.1774 -3.0509
H -6.7913 9.1960 -3.6229
H -7.5684 9.5390 -1.2449
H -5.6801 9.5711 -1.1105
H -6.2453 6.7210 -1.0452
H -5.9133 7.7392 0.4682
H -8.2672 8.1088 1.0333
H -8.9138 7.5899 -0.6035
H -7.6938 5.8205 1.8364
H -9.4181 5.8319 1.2135
H -7.0655 4.7753 -0.7373
H -8.8857 4.5565 -0.8743
H -7.0724 3.3937 1.4747
H -8.8463 2.9752 1.2229
H -8.4314 1.9561 -1.0701
H -6.6995 2.5856 -1.1571
H -6.8846 0.7951 1.3429
H -7.8996 0.0000 -0.0027
H -5.4232 0.6663 -1.4827
H -6.0139 -0.9822 -0.8698
H -4.4674 0.8230 1.1442
H -4.6699 -1.0219 1.1205
H -3.2801 -0.4217 -1.4239
H -2.4583 0.6695 -0.1828
H -2.3568 -2.4132 -0.4171
H -2.5455 -1.7705 1.3308
H -0.2121 -0.6989 1.2627
H -0.4494 -0.4249 -0.6191
H -0.1572 -2.8100 -1.1522
H -0.0212 -3.3375 0.5938
H 3.1320 -1.2413 1.2085
H 3.7744 -2.8606 0.6399
H 1.1246 -3.0997 2.3845
H 2.6381 -4.2194 2.1182
H 3.2360 -0.3296 3.0801
H 4.1634 0.4843 5.3738
H 4.3884 -1.2115 7.4427
H 3.6754 -3.7972 7.1005
H 2.7200 -4.7003 4.7387
H 1.5056 -3.2892 -2.4289
H 2.3550 -4.3278 -1.1571
H 4.3772 -3.0852 -1.6986
H 4.8248 -3.2628 -3.8829
H 3.0795 -3.7832 -4.0931
H 3.0775 -2.0989 -5.7508
H 2.8469 -0.8455 -4.4321
H 5.1335 -1.1288 -6.3173
H 5.8427 -1.4843 -4.6439
O 5.4534 4.8799 2.7842
N 4.7741 4.1121 2.1130
O 3.5643 3.9852 2.2237
C 5.4594 3.2881 1.1152
C 6.8448 3.3756 0.9837
C 7.4929 2.5715 0.0513
C 6.7586 1.6945 -0.7431
C 5.3748 1.6219 -0.6134
C 4.7213 2.4167 0.3170
H 7.4276 4.0545 1.5964
H 8.5714 2.6261 -0.0547
H 7.2677 1.0645 -1.4665
H 4.8086 0.9383 -1.2377
H 3.6425 2.3451 0.4082
O 3.7884 -7.4212 -4.9657
N 4.8124 -7.0466 -4.4116
O 4.9370 -6.9163 -3.1990
C 5.9668 -6.7279 -5.2539
C 5.8554 -6.8274 -6.6399
C 6.9473 -6.5007 -7.4367
C 8.1386 -6.0832 -6.8499
C 8.2466 -5.9959 -5.4649
C 7.1591 -6.3179 -4.6601
H 4.9331 -7.1513 -7.1094
H 6.8694 -6.5684 -8.5168
H 8.9873 -5.8237 -7.4756
H 9.1785 -5.6729 -5.0131
H 7.2553 -6.2428 -3.5824
O -9.8284 2.8760 -2.9420
N -10.5219 2.1183 -3.6070
O -11.7348 2.0122 -3.4955
C -9.8494 1.2781 -4.5999
C -8.4629 1.3443 -4.7282
C -7.8231 0.5279 -5.6548
C -8.5663 -0.3422 -6.4472
C -9.9521 -0.3962 -6.3216
C -10.6001 0.4149 -5.3952
H -7.8722 2.0177 -4.1166
H -6.7477 0.5673 -5.7564
H -8.0629 -0.9820 -7.1655
H -10.5266 -1.0742 -6.9440
H -11.6796 0.3609 -5.3049
O 7.8254 -9.6851 -3.1570
N 7.7065 -10.5565 -2.3054
O 8.6114 -11.2907 -1.9367
C 6.3890 -10.7341 -1.6900
C 5.3228 -9.9415 -2.1098
C 4.0679 -10.1285 -1.5408
C 3.8857 -11.0972 -0.5581
C 4.9572 -11.8791 -0.1354
C 6.2153 -11.7006 -0.7011
H 5.4508 -9.1843 -2.8736
H 3.2298 -9.5206 -1.8657
H 2.9031 -11.2444 -0.1199
H 4.8100 -12.6307 0.6331
H 7.0412 -12.3182 -0.3654
O -5.2502 -1.6348 -7.7438
N -5.0110 -0.4611 -7.4968
O -5.8405 0.4382 -7.5430
C -3.6396 -0.1068 -7.1245
C -2.6575 -1.0956 -7.0958
C -1.3516 -0.7502 -6.7647
C -1.0353 0.5711 -6.4614
C -2.0226 1.5520 -6.4817
C -3.3308 1.2165 -6.8144
H -2.8908 -2.1285 -7.3301
H -0.5782 -1.5109 -6.7459
H -0.0135 0.8380 -6.2087
H -1.7709 2.5795 -6.2415
H -4.0902 1.9908 -6.8297
O 2.3314 4.6995 8.3831
N 3.3484 5.0846 8.9467
O 3.4617 5.2074 10.1582
C 4.5036 5.4251 8.1140
C 4.4025 5.3340 6.7264
C 5.4950 5.6813 5.9387
C 6.6765 6.1107 6.5365
C 6.7745 6.1897 7.9231
C 5.6864 5.8472 8.7186
H 3.4877 5.0010 6.2484
H 5.4249 5.6204 4.8572
H 7.5256 6.3864 5.9182
H 7.6990 6.5223 8.3833
H 5.7746 5.9160 9.7974
O -4.2667 2.7584 12.2508
N -3.2499 3.1433 12.8119
O -3.1332 3.2673 14.0231
C -2.0959 3.4831 11.9762
C -2.2001 3.3908 10.5891
C -1.1092 3.7374 9.7986
C 0.0745 4.1674 10.3923
C 0.1751 4.2474 11.7786
C -0.9115 3.9055 12.5773
H -3.1162 3.0575 10.1140
H -1.1819 3.6755 8.7176
H 0.9236 4.4429 9.7710
H 1.1010 4.5803 12.2361
H -0.8209 3.9753 13.6558

=====

No. 2
180
Properties=species:S:1:pos:R:3 method="wB97M-V/def2-TZVPD" total_charge=0 e_above_lowest_ev=0.897 homo_energy_ev=-7.9 homo_lumo_gap_ev=8.3
N 4.3737 -1.2080 -3.0008
C 4.2129 -1.9711 -4.1561
C 4.6235 -1.2380 -5.2380
C 4.9683 0.0738 -4.7730
C 4.8082 0.0632 -3.3958
H 4.2798 -1.5338 -2.0715
H 3.8540 -2.9767 -4.1413
H 4.7188 -1.6290 -6.2353
H 5.2325 0.9281 -5.3163
H 4.9067 0.8955 -2.6740
N 2.3773 6.6750 2.2337
C 3.4161 5.8824 2.4648
C 4.5284 6.5329 1.9389
C 4.0386 7.7161 1.3443
C 2.6907 7.7338 1.5196
H 1.4459 6.3956 2.4607
H 3.2744 4.8831 2.7915
H 5.5413 6.2038 1.8292
H 4.5956 8.4250 0.8391
H 1.9549 8.5191 1.3112
N -0.4684 -6.9848 -1.6521
C 0.4305 -6.4000 -2.5086
C 0.9584 -5.2984 -1.8925
C 0.5300 -5.2536 -0.5490
C -0.3783 -6.3091 -0.4294
H -1.0610 -7.7571 -1.8953
H 0.5197 -6.8132 -3.4877
H 1.5000 -4.5420 -2.3655
H 0.6820 -4.4868 0.2089
H -1.0149 -6.5748 0.4147
N 0.8399 -4.5848 -5.7172
C 1.3897 -3.7370 -6.6240
C 2.4059 -4.3797 -7.2384
C 2.5633 -5.6556 -6.6281
C 1.5926 -5.7077 -5.6875
H -0.0083 -4.4830 -5.2276
H 1.0242 -2.7406 -6.8292
H 2.9585 -3.9392 -8.0543
H 3.2256 -6.4548 -6.9473
H 1.2698 -6.4761 -5.0093
N 1.4801 -0.1347 -4.7222
C 1.1502 1.1737 -4.9796
C -0.2003 1.2126 -5.0902
C -0.7166 -0.1140 -4.9584
C 0.3751 -0.9309 -4.7731
H 2.4408 -0.5024 -4.8857
H 1.9390 1.8714 -5.1516
H -0.8026 2.0388 -5.1554
H -1.7054 -0.5605 -4.9612
H 0.3912 -2.0185 -4.7624
N 0.4213 0.0596 -1.8929
C -0.3375 -0.8456 -1.2885
C -0.6649 -0.4147 -0.0299
C -0.1575 0.9264 0.0761
C 0.4749 1.1436 -1.0993
H 0.8331 -0.0527 -2.7743
H -0.5050 -1.8527 -1.6767
H -1.1769 -1.0600 0.6840
H -0.2160 1.6343 0.8889
H 0.9802 2.0568 -1.4495
N -2.0611 -4.7971 -3.1126
C -1.8879 -3.5984 -3.7548
C -2.2256 -3.7961 -5.0838
C -2.6607 -5.1563 -5.2199
C -2.5043 -5.7497 -3.9933
H -1.8669 -5.0052 -2.1800
H -1.7591 -2.7131 -3.1553
H -2.3547 -2.9833 -5.7922
H -2.9447 -5.6776 -6.1121
H -2.6697 -6.7747 -3.6687
N -5.2551 3.1847 -0.2639
C -5.3082 3.7611 -1.4969
C -4.0783 3.6233 -2.0644
C -3.2835 2.9287 -1.1484
C -4.0199 2.7044 0.0201
H -6.0458 3.2826 0.3296
H -6.2713 4.0956 -1.8693
H -3.8698 4.0467 -3.0035
H -2.2533 2.6519 -1.1645
H -3.8202 2.1146 0.8758
N -0.5830 -1.6998 6.8597
C 0.7254 -1.7716 7.2749
C 0.7818 -1.1526 8.4977
C -0.5281 -0.6706 8.8450
C -1.2936 -1.0668 7.7860
H -0.9526 -2.0557 5.9970
H 1.4283 -2.3685 6.6960
H 1.6955 -1.1137 9.1352
H -0.8253 -0.2411 9.7525
H -2.3532 -1.0532 7.6254
N -2.1382 5.1220 1.4533
C -1.8188 5.8228 0.3729
C -1.1355 6.9220 0.7487
C -0.9907 6.8747 2.1606
C -1.6757 5.7666 2.5607
H -2.6522 4.2571 1.5024
H -2.0600 5.3162 -0.5723
H -0.6816 7.6598 0.0732
H -0.4335 7.5229 2.8221
H -1.7313 5.3661 3.4791
N -1.8560 1.0531 2.8538
C -3.0610 0.4342 2.9640
C -3.9397 1.2951 3.6020
C -3.2198 2.4662 3.8151
C -1.9016 2.3232 3.3687
H -1.1060 0.5388 2.3995
H -3.2107 -0.4912 2.5437
H -5.0470 1.0239 3.7426
H -3.5741 3.3360 4.3148
H -1.1460 3.0233 3.3164
N -5.1420 -2.3693 0.5844
C -3.8378 -2.0400 0.2415
C -3.0901 -3.2324 0.3059
C -4.0190 -4.3006 0.6456
C -5.2779 -3.7173 0.8866
H -5.8501 -1.6874 0.6912
H -3.5100 -1.0190 0.1423
H -2.0018 -3.2644 0.1607
H -3.8588 -5.3724 0.8330
H -6.2065 -4.2212 1.0894
N -5.2758 -2.5408 -2.3642
C -5.8859 -3.2930 -3.3388
C -6.1977 -2.4691 -4.4108
C -5.8015 -1.1210 -4.0355
C -5.1919 -1.2025 -2.7919
H -4.7952 -2.8765 -1.5328
H -6.2407 -4.2284 -3.0331
H -6.8433 -2.7367 -5.2476
H -5.8518 -0.2176 -4.6749
H -4.6071 -0.5134 -2.1933
N 1.4240 -2.7809 3.6186
C 0.5422 -1.7773 3.3189
C -0.7138 -2.3130 3.5787
C -0.6176 -3.5820 4.1170
C 0.7533 -3.8685 4.1258
H 2.3860 -2.7290 3.5237
H 0.8514 -0.8027 2.8733
H -1.6659 -1.7742 3.3772
H -1.3947 -4.1584 4.5698
H 1.2490 -4.7691 4.4327
N 2.9770 5.0065 -0.7934
C 3.8710 4.2027 -1.4103
C 3.2516 3.7052 -2.5361
C 1.9840 4.3419 -2.6822
C 1.8198 5.1158 -1.5515
H 3.1282 5.5442 0.0525
H 4.8836 3.9833 -0.9879
H 3.6803 3.0824 -3.3215
H 1.2865 4.2151 -3.5067
H 1.0366 5.7660 -1.2648
N 4.4996 2.2944 2.9397
C 3.2267 2.3514 3.3994
C 2.3839 2.3776 2.2896
C 3.2152 2.3974 1.1276
C 4.5112 2.3847 1.5604
H 5.3557 2.2166 3.4466
H 2.9961 2.2835 4.4680
H 1.3339 2.4908 2.3022
H 2.8517 2.2445 0.1309
H 5.4070 2.1829 0.9939
N 0.5407 1.8401 7.2340
C 0.7172 1.8016 5.8643
C 0.9357 3.1651 5.4951
C 0.8771 3.9503 6.6354
C 0.6731 3.1139 7.7093
H 0.3343 1.0249 7.8551
H 0.6555 0.8930 5.3291
H 1.1980 3.5394 4.5157
H 1.0659 4.9974 6.6011
H 0.6344 3.4448 8.7324
N 2.6275 -1.1504 0.4745
C 3.7868 -1.0760 1.1758
C 4.5280 -2.2213 0.9764
C 3.8380 -2.9704 -0.0929
C 2.6934 -2.2605 -0.3809
H 1.9665 -0.3862 0.4065
H 3.9840 -0.2553 1.8368
H 5.5083 -2.3748 1.4464
H 4.1267 -3.8800 -0.5898
H 1.9006 -2.4087 -1.1162